The following is a quantum chemistry calculation of C34H53BrF6INO17S as an isolated structure in a non-equilibrium geometry, from the OMol25 dataset.

Results
- Frontier orbital gap: 0.342 Ha
- ΔE to the lowest compared entry with this formula, charge and spin: 0.0 kcal/mol

```
! wB97M-V def2-TZVPD RIJCOSX def2/J DEFGRID3
* xyz 0 1
C 4.98735 -4.41431 6.85576
C 4.29441 -4.59366 5.51633
O 4.45453 -3.43307 4.71614
C 3.38052 -3.26624 3.82680
C 3.82016 -2.44759 2.61681
Br 4.93072 -3.68068 1.53146
O 2.91034 -1.94710 1.75526
C 1.61332 -1.43405 2.05252
C 0.61682 -2.57072 2.48375
C 0.80727 -3.96792 1.98776
O 1.74257 -4.53311 1.49785
F -0.34782 -4.66975 2.18131
C 1.55825 -0.46801 3.27127
C 1.75589 1.04434 3.17157
C 3.12308 1.60062 2.84609
O 1.45847 1.57090 4.48928
C 0.99549 -0.80311 0.75097
C 1.83971 0.25386 0.01842
C 3.27232 -0.05757 -0.45937
C 3.36089 -0.15897 -1.99760
N 4.63999 -0.68911 -2.45946
C 0.50503 -1.84549 -0.27949
C 1.46249 -2.81584 -0.91613
O 2.64163 -2.96545 -0.79680
I 0.41475 -4.16845 -2.31110
O -0.19388 -0.19991 1.27108
C -1.01248 0.58211 0.42222
C -2.48100 0.16460 0.67785
C -3.03959 -0.86786 -0.31772
C -3.81731 -2.04348 0.29271
C -4.64194 -1.66386 1.51059
C -2.93090 -3.25787 0.56563
C -0.89947 2.08744 0.70979
C -1.43884 2.93767 -0.44664
C -2.13449 4.21408 0.00880
F -2.25834 2.22125 -1.32010
S 5.18484 -1.20922 3.11877
O 5.27356 -0.25062 2.06437
O 6.40381 -1.86704 3.44684
F 4.64133 -0.57530 4.44046
H 6.01906 -4.74476 6.82864
H 4.48309 -5.04918 7.58147
H 4.89798 -3.38481 7.18570
H 3.24312 -4.83186 5.68999
H 4.74175 -5.43806 4.98794
H 2.54291 -2.83856 4.38549
H 3.06614 -4.24983 3.48428
H -0.40829 -2.29320 2.26464
H 0.64535 -2.64978 3.56982
H 2.20287 -0.81165 4.07832
H 0.55342 -0.57659 3.67390
H 1.03917 1.53382 2.52365
H 2.99467 2.67183 2.69072
H 3.83586 1.50054 3.65366
H 3.48770 1.20672 1.90628
H 0.55456 1.31860 4.69060
H 1.83910 1.19538 0.55260
H 1.29941 0.48851 -0.90125
H 3.75557 -0.93626 -0.05860
H 3.90559 0.79042 -0.20166
H 2.56276 -0.79702 -2.36984
H 3.26120 0.84572 -2.40748
H 5.38700 -0.24038 -1.94414
H 4.68998 -1.67473 -2.23092
H 0.08645 -1.31226 -1.13248
H -0.33778 -2.42235 0.09474
H -0.86385 0.47984 -0.65206
H -3.09679 1.05659 0.66272
H -2.49794 -0.18854 1.70819
H -3.74032 -0.33321 -0.95694
H -2.25154 -1.21115 -0.98548
H -4.52861 -2.36721 -0.46916
H -5.14067 -0.70261 1.39366
H -5.41736 -2.39578 1.72178
H -4.02626 -1.58704 2.40668
H -3.51439 -4.16001 0.72525
H -2.27821 -3.40011 -0.29330
H -2.32055 -3.10451 1.45674
H -1.44838 2.31414 1.62176
H 0.14422 2.36659 0.82172
H -0.58165 3.26334 -1.03664
H -2.54505 4.13244 1.00898
H -2.89121 4.46273 -0.72405
H -1.42089 5.03086 -0.03254
C -1.74634 7.05502 -3.72861
C -2.54867 8.33540 -3.71919
O -3.58374 8.04034 -2.80361
C -3.09680 7.11879 -1.92002
O -3.60069 6.84310 -0.88880
O -1.94800 6.57270 -2.39640
F -3.09295 8.60372 -4.93572
H -2.14757 6.33452 -4.44269
H -0.69006 7.21116 -3.93000
H -1.99910 9.21263 -3.37460
C -5.50028 9.12372 -7.18194
C -5.22404 8.62212 -8.57945
O -6.44583 8.88107 -9.24257
C -7.02656 9.95257 -8.62244
O -7.91556 10.58774 -9.06796
O -6.42786 10.18520 -7.42638
F -4.97689 7.28799 -8.60109
H -5.97399 8.35858 -6.56542
H -4.61224 9.49079 -6.67669
H -4.41517 9.14139 -9.09648
C 1.39828 -8.88241 -1.23301
C 0.32313 -7.90637 -1.64687
O -0.83989 -8.71448 -1.64276
C -0.64051 -9.70811 -0.72758
O -1.49052 -10.40018 -0.28829
O 0.67167 -9.78126 -0.38897
F 0.52902 -7.42367 -2.89818
H 1.79738 -9.42742 -2.08962
H 2.21556 -8.41432 -0.69090
H 0.18554 -7.06845 -0.96116
*
```

Mulliken population analysis, charges in e, atoms 1 to 6:
1. C -1.264
2. C -0.306
3. O -0.272
4. C -1.445
5. C -0.057
6. Br -0.076

The following is a quantum chemistry calculation of C34H53BrN2P2Zn as an isolated structure in a non-equilibrium geometry, from the OMol25 dataset.

Results
- Frontier orbital gap: 0.196 Ha
- ΔE to the lowest compared entry with this formula, charge and spin: 15.4 kcal/mol

```
! wB97M-V def2-TZVPD RIJCOSX def2/J DEFGRID3
* xyz 2 1
N -6.24206 4.31156 -4.75957
C -6.04823 4.76251 -3.52524
C -5.21140 4.10067 -2.60972
C -4.51384 2.92473 -3.00112
C -4.76651 2.46815 -4.32031
C -5.62278 3.20081 -5.16189
C -3.58682 2.27914 -2.08661
Zn -0.55360 0.11834 0.27561
P 4.26004 -0.80734 0.01551
C -2.70389 1.28444 -2.41802
C -1.32807 1.39887 -2.02540
C -0.31165 1.30209 -2.98900
C 0.81482 2.12532 -2.90560
C 1.05678 2.81828 -1.70130
C 0.10811 2.82211 -0.65212
C -1.01102 1.95007 -0.71944
Br 2.68810 3.62121 -1.36259
H -3.50226 2.76891 -1.12203
H -2.99072 0.54856 -3.18022
H -5.07948 4.51284 -1.61956
H -4.29839 1.57903 -4.72988
H -6.56520 5.67843 -3.22896
H -5.81690 2.88918 -6.18530
H -0.54122 0.71098 -3.89731
H -1.86605 2.20117 -0.08074
H 1.46192 2.26249 -3.78341
H 0.18497 3.47948 0.22401
P -0.88958 -2.23067 -0.27626
C 4.44698 1.01795 -0.01486
C 5.83526 1.46430 -0.51901
H 4.29704 1.37908 1.01848
H 3.65018 1.46692 -0.63798
H 5.98449 2.53817 -0.34429
H 6.62681 0.92655 0.01640
H 5.94992 1.28665 -1.59552
C 3.79200 -1.36715 -1.66728
C 4.82297 -2.27741 -2.37429
H 3.65113 -0.44930 -2.25967
H 2.83137 -1.90078 -1.62092
H 4.56789 -2.35912 -3.44157
H 5.84551 -1.88276 -2.30658
H 4.80954 -3.29583 -1.95793
C 3.14025 -1.40832 1.36539
C 4.03566 -2.11238 2.41498
H 2.40901 -2.10478 0.93821
H 2.59098 -0.57269 1.80491
H 3.51169 -2.90401 2.95987
H 4.90511 -2.58119 1.92206
H 4.42362 -1.39885 3.16012
C -0.74935 -3.76320 0.75551
C -1.77332 -4.89855 0.62852
H -0.65540 -3.43049 1.79453
H 0.22600 -4.19228 0.48842
H -2.75921 -4.66110 1.04797
H -1.91341 -5.23131 -0.40925
H -1.38469 -5.76459 1.18151
C 0.41341 -2.57777 -1.49550
C 0.11822 -2.51794 -2.98332
H 0.78925 -3.58014 -1.25945
H 1.19151 -1.85663 -1.21820
H -0.77691 -3.08814 -3.24909
H 0.00954 -1.49190 -3.35444
H 0.96494 -2.97892 -3.51026
C -2.45110 -2.49159 -1.17131
C -3.65184 -2.10070 -0.32367
H -2.45675 -3.55633 -1.43171
H -2.41585 -1.92057 -2.10746
H -4.56513 -2.33967 -0.87768
H -3.67884 -2.65389 0.62331
H -3.67116 -1.03007 -0.09368
C 1.76648 0.28497 4.42337
N 1.22871 1.60950 4.00736
C 2.29893 2.61547 3.81920
C 0.30926 1.59725 2.78223
C -0.90463 0.78217 3.09597
C -1.54791 1.00984 4.33501
C -2.44423 0.04088 4.80350
C -2.62306 -1.12291 4.05981
C -2.08011 -1.23573 2.75871
C -1.27124 -0.23995 2.21443
H 2.29483 -0.18879 3.59623
H 0.96233 -0.35867 4.78498
H 2.46096 0.47813 5.24319
H 0.64743 1.92489 4.79152
H 2.86675 2.36267 2.92026
H 1.81057 3.58603 3.70599
H 2.92355 2.60289 4.71233
H 0.09883 2.65135 2.54317
H 0.89373 1.20567 1.93653
H -1.32821 1.89883 4.95211
H -2.95270 0.17908 5.77128
H -3.19000 -1.96846 4.47978
H -2.28265 -2.13579 2.19423
*
```

Mulliken population analysis, charges in e, atoms 1 to 6:
1. N -0.541
2. C -0.362
3. C -0.465
4. C 0.554
5. C -0.397
6. C -0.422

The following is a quantum chemistry calculation of a 10-piece molecular cluster, C34H54F2O30 overall in a non-equilibrium geometry, from the OMol25 dataset.

Results
- Frontier orbital gap: 0.403 Ha
- ΔE to the lowest compared entry with this formula, charge and spin: 120.2 kcal/mol
- SMILES string: O=C1OC[C@@H](F)O1.O=C1OC[C@@H](F)O1.CCOC(=O)OC.CCOC(=O)OC.CCOC(=O)OC.CCOC(=O)OC.O=C1OCCO1.O=C1OCCO1.O=C1OCCO1.O=C1OCCO1

```
! wB97M-V def2-TZVPD RIJCOSX def2/J DEFGRID3
* xyz 0 1
C -5.03354 -0.38276 -2.70450
C -5.01173 -0.88179 -1.25824
O -4.85124 -2.28892 -1.38460
C -4.53412 -2.55319 -2.64627
O -4.61091 -3.65278 -3.19109
O -4.47072 -1.41671 -3.39391
H -4.28988 0.41188 -2.76456
H -5.98646 -0.03180 -3.10057
H -5.77387 -0.59745 -0.53271
H -4.05487 -0.47558 -0.93035
C 3.44825 1.03192 -3.01290
C 3.73778 0.57129 -4.44187
O 2.70660 1.15070 -5.12916
C 2.24526 2.16550 -4.48657
O 1.33320 2.90740 -4.81812
O 2.64512 2.13317 -3.26934
H 4.36603 1.21729 -2.45486
H 2.99956 0.18983 -2.48595
H 3.58407 -0.50172 -4.55638
H 4.76506 0.68475 -4.78818
C -2.46934 3.10793 1.82096
C -2.09525 3.19266 3.32813
O -1.61078 4.48929 3.53896
C -1.51178 5.11441 2.33779
O -1.12323 6.28487 2.20150
O -1.89674 4.25587 1.34203
H -3.55351 3.21988 1.83253
H -2.27377 2.19504 1.25839
H -1.28453 2.52295 3.61504
H -2.97245 2.93831 3.92305
C 1.87637 -0.68959 7.13901
C 2.06269 -1.35607 5.83375
O 0.90355 -1.21129 5.06318
C 0.18914 -0.17729 5.72779
O -0.82987 0.34776 5.26148
O 0.76510 0.10896 6.98662
H 2.80973 -0.12685 7.15507
H 1.71308 -1.37435 7.97119
H 2.19586 -2.41813 6.03964
H 2.87893 -0.96283 5.22778
C -8.13374 2.10727 2.34635
C -6.91270 1.99730 3.27547
O -5.85086 1.24155 2.74490
C -5.61112 -0.10309 3.05673
O -6.12711 -0.77438 3.95907
O -4.67730 -0.48411 2.19185
C -4.07733 -1.81772 2.27088
H -7.96623 2.55165 1.36525
H -8.69374 2.86488 2.89456
H -8.61973 1.13167 2.35768
H -7.13172 1.74791 4.31371
H -6.42603 2.95998 3.43198
H -3.93714 -2.08451 3.31839
H -3.06355 -1.75017 1.87620
H -4.49031 -2.66326 1.72078
C 7.58269 -0.76063 4.93639
C 6.06835 -0.44943 4.50389
O 5.61321 -1.29992 3.38044
C 4.73350 -0.79767 2.58278
O 4.06704 0.20881 2.86495
O 4.53210 -1.64578 1.54595
C 3.57641 -1.25633 0.57106
H 7.83548 -0.08330 5.75212
H 8.36650 -0.71256 4.18045
H 7.68399 -1.75633 5.36815
H 6.05556 0.62815 4.34031
H 5.42959 -0.67110 5.35884
H 3.49663 -2.17163 -0.01542
H 3.94981 -0.52175 -0.14243
H 2.56150 -0.98718 0.86369
C -0.00700 -0.57565 -3.56863
C 0.64776 -1.46972 -2.50942
O 0.86494 -0.71498 -1.27746
C -0.09166 -0.72118 -0.21800
O -1.27361 -1.14878 -0.19419
O 0.34304 0.00291 0.88069
C -0.45192 -0.08900 2.08161
H -1.08606 -0.51386 -3.42746
H 0.19726 -1.06965 -4.51855
H 0.37030 0.43589 -3.71871
H 1.62026 -1.77039 -2.89921
H 0.11083 -2.41705 -2.46093
H -1.42356 0.37657 1.91650
H 0.07167 0.47647 2.85245
H -0.57764 -1.13348 2.36684
C 0.84688 -6.29651 -8.52142
C 1.24525 -5.15394 -7.58092
O 1.43094 -5.63024 -6.24961
C 1.52133 -4.84595 -5.15797
O 1.28344 -3.61937 -5.04691
O 1.56647 -5.61995 -4.04632
C 1.67327 -5.07919 -2.71237
H 0.50766 -5.86571 -9.46346
H -0.02097 -6.77304 -8.06550
H 1.70242 -6.92073 -8.77931
H 0.40154 -4.46412 -7.60088
H 2.09683 -4.53307 -7.85919
H 2.00861 -5.74855 -1.92015
H 0.65153 -4.76693 -2.49641
H 2.33910 -4.21729 -2.66878
C 2.08046 3.15640 0.72442
C 2.59744 4.00503 1.94580
O 3.96496 4.20257 1.78533
C 4.30762 3.32596 0.74921
O 5.51817 3.21329 0.35388
O 3.23582 2.59586 0.31922
F 2.40409 3.25194 3.05371
H 1.65616 3.85200 0.00039
H 1.33994 2.47046 1.13577
H 2.12086 4.97807 2.06483
C -1.42319 2.15789 -1.93318
C -2.17505 3.04931 -2.89973
O -1.42943 4.23626 -2.98027
C -0.54404 4.25494 -1.93189
O 0.38950 5.00545 -1.84434
O -0.84027 3.14837 -1.04289
F -3.41848 3.31129 -2.33871
H -0.71577 1.55595 -2.50356
H -2.18390 1.64061 -1.34852
H -2.27388 2.66410 -3.91459
*
```

Mulliken population analysis, charges in e, atoms 1 to 6:
1. C 0.308
2. C 0.310
3. O -0.332
4. C 0.639
5. O -0.599
6. O -0.332

The following is a quantum chemistry calculation of C34H54F3InN7O8P2S as an isolated structure in a non-equilibrium geometry, from the OMol25 dataset.

Results
- Frontier orbital gap: 0.301 Ha
- ΔE to the lowest compared entry with this formula, charge and spin: 18.4 kcal/mol

```
! wB97M-V def2-TZVPD RIJCOSX def2/J DEFGRID3
* xyz 1 1
In 0.40702 0.65417 0.18706
C 1.22887 0.49045 -4.21598
C 0.15178 1.02922 -3.28699
C -1.05102 1.49115 -4.10252
O -0.26583 0.02292 -2.35658
C 0.72365 2.23671 -2.48841
O 1.49326 2.99432 -3.06280
O 0.34357 2.33562 -1.26471
H 0.81833 -0.28028 -4.87254
H 2.03928 0.06816 -3.62191
H 1.61623 1.31698 -4.80742
H -1.47072 0.65039 -4.65700
H -0.72991 2.26104 -4.80203
H -1.82400 1.90623 -3.45945
H 0.41801 -0.65998 -2.29081
N 2.65295 1.15335 -0.28907
C 3.46798 0.24143 -1.08298
C 4.86572 0.11678 -0.43434
C 5.75999 -1.09937 -0.70377
C 6.21630 -1.40335 -2.14769
N 6.28134 -0.25076 -3.05233
C 5.54751 -0.06219 -4.14895
N 5.89402 0.92073 -4.99523
N 4.51265 -0.83113 -4.42101
C 2.71153 -1.11219 -1.24359
O 3.14444 -1.92540 -2.08396
O 1.66668 -1.27514 -0.55971
H 2.61645 2.09536 -0.67102
H 2.97736 1.22107 0.67806
H 3.56005 0.65252 -2.09190
H 4.69530 0.12651 0.64550
H 5.42481 1.02347 -0.67757
H 5.25464 -1.99110 -0.33037
H 6.65476 -0.95388 -0.09607
H 5.56500 -2.15208 -2.58281
H 7.22221 -1.82372 -2.11077
H 7.04000 0.39241 -2.89595
H 6.72375 1.46975 -4.86262
H 5.31530 1.13014 -5.78844
H 4.03264 -1.34920 -3.64457
H 3.98362 -0.65573 -5.25834
C -2.74970 1.76928 -0.91798
P -2.08045 1.46476 0.74879
C -3.06883 -0.00025 1.26810
N -4.11963 0.26400 2.00499
C -4.84815 -0.75408 2.51348
C -6.02598 -0.49420 3.24497
C -6.72742 -1.53919 3.77637
C -6.27441 -2.86786 3.62293
C -5.13632 -3.14628 2.92012
C -4.40980 -2.08864 2.33300
N -3.31048 -2.34178 1.58964
C -2.66505 -1.35449 1.01925
P -1.20483 -1.80928 -0.03333
C -0.55076 -3.21277 0.94729
C -2.02179 -2.74848 -1.47657
C -2.80639 -3.97546 -1.00675
C -2.95875 -1.78908 -2.21248
C -0.89344 -3.20310 -2.41065
C -2.58811 2.96911 1.75331
C -2.33459 2.69443 3.23717
C -4.05873 3.33602 1.53080
C -1.70336 4.11601 1.25147
H -3.83334 1.87235 -0.89934
H -2.45760 0.92416 -1.53820
H -2.27257 2.66809 -1.30516
H -6.34968 0.53122 3.36129
H -7.63955 -1.35333 4.32701
H -6.84377 -3.66952 4.07360
H -4.78585 -4.16080 2.78658
H -1.37956 -3.77960 1.36218
H 0.08992 -2.85014 1.74564
H 0.05787 -3.83092 0.28943
H -3.49612 -3.73457 -0.20386
H -2.14359 -4.77276 -0.67207
H -3.38734 -4.35697 -1.84959
H -3.75962 -1.43904 -1.55654
H -3.41550 -2.29872 -3.06322
H -2.40546 -0.93096 -2.58912
H -0.07757 -3.68145 -1.86790
H -0.48117 -2.36490 -2.97006
H -1.28539 -3.92709 -3.12755
H -2.98880 1.90204 3.60213
H -2.55788 3.59693 3.80855
H -1.29223 2.43214 3.42494
H -4.71857 2.51358 1.78638
H -4.24450 3.65312 0.50486
H -4.29352 4.17901 2.18442
H -0.65237 3.83909 1.25856
H -1.83228 4.98654 1.89644
H -1.97122 4.40752 0.23499
C 1.02482 -1.49215 4.85546
C 2.00082 -1.64520 3.88337
C 1.75229 -1.17229 2.60915
N 0.61178 -0.56307 2.28047
C -0.31956 -0.40998 3.22309
C -0.16713 -0.87449 4.51402
H 1.18719 -1.85629 5.86068
H 2.94231 -2.12733 4.10275
H 2.46753 -1.30402 1.80905
H -1.21046 0.12211 2.92339
H -0.95887 -0.73354 5.23534
F 1.10443 4.86700 2.81341
C 2.20643 4.12732 2.69809
F 2.72144 4.32196 1.47460
F 3.09424 4.52987 3.59707
S 1.77886 2.33500 2.85881
O 3.01989 1.64956 2.56948
O 1.23336 2.16314 4.16734
O 0.77935 2.24328 1.76773
*
```

Mulliken population analysis, charges in e, atoms 1 to 6:
1. In 2.799
2. C -2.182
3. C 2.352
4. C -1.893
5. O -0.170
6. C -0.305

Question: Number 3 is which compound?
Answer: C34H54F2O30

Question: ΔE to the lowest compared entry with this formula, charge and spin of number 2 (C34H53BrN2P2Zn)?
Answer: 15.4 kcal/mol

Question: Number 1 is which compound?
Answer: C34H53BrF6INO17S

Question: What is the formula in the third record?
Answer: C34H54F2O30